# 1
ORCA calculation (wB97M-V/def2-TZVPD) on a 2-piece molecular cluster, C10H16O overall at a distorted geometry.

XYZ file:
```
27
Properties=species:S:1:pos:R:3:forces:R:3:nbo_charge:R:1
C -3.4850 -1.4054 0.4592 0.324 -0.239 0.163 -0.596
C -2.0919 -0.8857 0.8314 -0.301 0.558 -0.115 -0.410
C -1.3376 -0.2740 -0.3346 -0.342 0.215 1.009 -0.037
C -1.1082 1.1048 -0.3469 0.262 -0.730 -0.056 -0.188
C -0.4072 1.6616 -1.3977 0.063 0.138 0.409 -0.264
C 0.0734 0.8441 -2.4104 -0.087 0.822 -0.689 0.277
O 0.6286 1.4253 -3.5485 0.372 -0.200 0.232 -0.701
C -0.1669 -0.5105 -2.4259 -0.736 0.095 0.086 -0.250
C -0.8952 -1.0589 -1.3750 0.139 -0.280 -0.328 -0.199
H -3.3777 -2.1699 -0.3080 -0.223 -0.001 -0.160 0.201
H -4.1996 -0.6472 0.1339 0.310 0.107 -0.130 0.209
H -3.9079 -1.8814 1.3342 -0.244 -0.211 0.202 0.206
H -2.1963 -0.1117 1.6006 0.049 -0.150 -0.004 0.201
H -1.5246 -1.7020 1.2858 0.052 0.022 -0.118 0.209
H -1.4611 1.6923 0.4917 -0.008 0.164 -0.134 0.210
H -0.2514 2.7309 -1.4185 0.103 0.063 -0.205 0.217
H 1.4271 1.9139 -3.3090 -0.240 -0.034 -0.011 0.479
H 0.0430 -1.0432 -3.3364 0.361 -0.336 0.011 0.227
H -1.1627 -2.1109 -1.3619 0.182 -0.004 -0.135 0.210
C 2.9900 0.4090 2.6658 0.450 -0.712 -0.338 -0.614
C 3.3190 0.2300 1.1602 0.371 -0.026 1.047 -0.614
H 3.6678 1.1270 3.1166 -0.459 0.613 0.043 0.204
H 1.9292 0.5965 2.8077 0.126 0.410 0.322 0.207
H 3.2490 -0.4903 3.2260 -0.322 -0.266 -0.115 0.200
H 2.4297 0.2434 0.5490 -0.200 -0.035 -0.241 0.210
H 3.8321 -0.7259 1.0490 0.014 0.133 -0.408 0.204
H 3.9844 1.0384 0.8617 -0.018 -0.116 -0.336 0.201
```
Forces are in eV/Å.

Values from the calculation:
Molar mass   152.2 g/mol
Orbital gap   9.57 eV
Energy   -465.8587 Ha
Lowest unoccupied orbital energy   0.8 eV
Relative energy (zero: lowest compared OMol25 entry of this formula, charge and spin)   24.5 kcal per mole

# 2
ORCA calculation (wB97M-V/def2-TZVPD) on a 2-piece molecular cluster, C5H7BrFN2O3 overall at a distorted geometry.

XYZ file:
```
19
Properties=species:S:1:pos:R:3:forces:R:3:nbo_charge:R:1
O -0.5643 -1.0000 0.6231 6.760 -6.442 3.694 -0.572
C 0.3911 -1.7909 1.1822 -5.202 3.807 -2.176 0.983
F 0.5177 -3.2377 0.7663 -0.112 4.558 1.262 -0.364
N 1.3399 -1.1897 2.1954 -0.760 -3.310 -1.301 -0.719
C 1.1335 -1.7297 3.5930 2.768 -0.960 6.897 0.725
O 2.0899 -1.4009 4.5051 -4.418 -1.132 -5.994 -0.658
N -0.0335 -2.5587 4.0815 2.236 2.413 -3.093 -0.831
Br 0.6778 -4.3053 4.3824 0.073 0.286 0.103 0.028
H 2.3047 -1.5319 1.9056 -1.357 0.689 0.749 0.410
C -0.7263 0.7956 -1.6049 0.398 -0.168 -0.420 -0.717
C -0.3967 1.7000 -2.7622 0.943 -0.736 -0.892 0.591
O 0.3855 1.3492 -3.6442 -0.916 0.552 0.927 -0.563
C -1.0610 3.0503 -2.7986 0.205 0.251 -0.470 -0.720
H -0.1742 -0.1445 -1.7103 -0.188 0.297 0.057 0.249
H -0.4312 1.2710 -0.6660 -0.250 -0.085 -0.003 0.245
H -1.7964 0.5740 -1.5996 0.050 0.111 0.225 0.231
H -0.7810 3.6261 -1.9130 -0.224 -0.074 0.035 0.230
H -2.1462 2.9292 -2.8464 0.049 0.067 0.223 0.226
H -0.7295 3.5939 -3.6896 -0.056 -0.124 0.175 0.227
```
Forces are in eV/Å.

Values from the calculation:
Molar mass   242.0 g/mol
Total charge   -1
Orbital gap   6.32 eV
Energy   -3203.7470 Ha
Lowest unoccupied orbital energy   2.8 eV

# 3
ORCA calculation (wB97M-V/def2-TZVPD) on a 2-piece molecular cluster, C9H14 overall at a distorted geometry.

XYZ file:
```
23
Properties=species:S:1:pos:R:3:forces:R:3:nbo_charge:R:1
C -0.6598 -1.1666 1.6230 -0.028 -1.482 -1.086 -0.643
C -0.4346 -1.1737 0.1150 0.345 -0.205 0.439 0.015
C 0.6893 -1.7125 -0.5224 -0.090 0.121 0.852 -0.231
C 0.8716 -1.6178 -1.8803 -0.002 0.851 -0.681 -0.197
C -0.0548 -0.9104 -2.6759 0.100 -1.419 1.452 -0.225
C -1.2153 -0.4586 -2.0376 0.796 -0.299 -1.793 -0.200
C -1.4121 -0.5977 -0.6751 0.129 0.843 -0.458 -0.243
H -1.4414 -0.4253 1.7318 0.172 0.131 1.076 0.221
H 0.2230 -1.1411 2.2549 0.208 1.052 -0.180 0.225
H -1.0089 -2.1644 1.9194 -0.648 0.163 -0.179 0.222
H 1.4808 -2.1435 0.0813 -0.085 -0.125 0.028 0.208
H 1.8029 -1.9982 -2.2826 -0.130 -0.059 -0.236 0.210
H 0.0768 -0.8919 -3.7468 -0.073 0.337 -0.057 0.214
H -1.9096 -0.0392 -2.7542 -0.545 0.351 0.617 0.212
H -2.2558 -0.0730 -0.2465 -0.197 -0.319 0.227 0.210
C 1.3170 1.6878 1.1083 -0.344 -2.181 -0.187 -0.634
C 0.0437 2.5010 1.1897 -0.491 1.326 -0.012 -0.620
H 2.3184 2.1097 1.0859 -0.346 0.797 -0.248 0.215
H 1.3958 0.9375 1.9010 -0.256 0.264 0.360 0.201
H 1.1804 1.0093 0.2581 0.560 0.335 -0.288 0.219
H 0.1764 3.5114 0.7921 0.206 0.082 0.236 0.209
H -0.7940 2.1534 0.5754 0.389 -0.609 -0.033 0.208
H -0.3897 2.6039 2.1855 0.327 0.045 0.152 0.203
```
Forces are in eV/Å.

Values from the calculation:
Molar mass   122.2 g/mol
Orbital gap   10.04 eV
Energy   -351.3025 Ha
Lowest unoccupied orbital energy   1.0 eV
Relative energy (zero: lowest compared OMol25 entry of this formula, charge and spin)   17.4 kcal per mole

# 4
ORCA calculation (wB97M-V/def2-TZVPD) on C16H14Cl2N2O3 in the gas phase.

XYZ file:
```
37
Properties=species:S:1:pos:R:3:forces:R:3:nbo_charge:R:1
O 0.6565 2.0609 3.3832 0.073 -0.034 0.192 -0.559
C 0.6832 1.6233 2.2597 -0.008 -0.466 -0.107 0.674
C 1.0829 0.1957 1.9410 0.565 -0.247 0.203 -0.185
O 0.0672 -0.4209 1.1590 -0.300 0.213 0.313 -0.509
C 0.4615 -1.3013 0.2287 -0.199 -0.100 -0.171 0.830
O 1.6024 -1.6296 0.0522 0.128 -0.124 -0.009 -0.609
C -0.7255 -1.8147 -0.5526 0.117 -0.149 -0.030 -0.500
C -0.6926 -3.3487 -0.6279 0.005 0.205 0.065 -0.431
C -0.8838 -3.9418 0.7407 0.005 -0.093 -0.130 0.067
C 0.2111 -4.2528 1.5363 0.029 -0.006 -0.016 -0.254
C 0.0316 -4.7593 2.8115 0.030 -0.024 0.101 -0.191
C -1.2454 -4.9618 3.3063 0.013 -0.036 0.102 -0.223
C -2.3425 -4.6545 2.5201 -0.098 0.005 0.032 -0.203
C -2.1612 -4.1458 1.2464 0.009 -0.002 0.010 -0.247
N 0.3033 2.4227 1.2080 -0.382 0.786 0.041 -0.616
C 0.4264 2.2515 -0.1514 -0.047 0.100 -0.658 0.356
N 1.1937 1.2837 -0.6223 0.021 0.278 0.419 -0.445
C 1.3317 1.1022 -1.9205 -0.140 0.126 -0.414 0.037
C 0.6936 1.9092 -2.8501 -0.102 0.141 0.377 -0.108
Cl 0.8774 1.6368 -4.5386 0.055 -0.057 -0.198 0.031
C -0.1039 2.9554 -2.3920 0.206 -0.247 0.137 -0.192
C -0.2377 3.1325 -1.0297 0.166 -0.259 -0.056 -0.091
Cl -1.2097 4.4226 -0.4133 -0.046 0.040 0.001 0.025
H 2.0263 0.1714 1.3817 -0.177 0.054 0.230 0.252
H 1.1960 -0.3478 2.8849 -0.057 0.175 -0.157 0.220
H -0.6637 -1.3947 -1.5595 0.002 0.087 0.008 0.235
H -1.6412 -1.4655 -0.0760 0.002 0.000 -0.079 0.230
H 0.2714 -3.6544 -1.0369 -0.063 -0.026 -0.063 0.227
H -1.4843 -3.6875 -1.2984 0.060 -0.007 -0.021 0.216
H 1.2084 -4.0933 1.1532 0.101 0.011 -0.056 0.224
H 0.8913 -4.9985 3.4203 0.069 -0.022 0.046 0.212
H -1.3855 -5.3597 4.3006 -0.010 -0.031 0.075 0.213
H -3.3417 -4.8123 2.8996 -0.074 -0.015 0.028 0.212
H -3.0207 -3.9083 0.6349 -0.093 0.019 -0.076 0.207
H -0.1058 3.3093 1.4919 0.144 -0.278 0.082 0.426
H 1.9730 0.2827 -2.2104 0.046 -0.077 -0.191 0.222
H -0.6065 3.6104 -3.0860 -0.050 0.060 -0.031 0.247
```
Forces are in eV/Å.

Values from the calculation:
Molar mass   353.2 g/mol
Orbital gap   9.30 eV
Energy   -1873.7718 Ha
Lowest unoccupied orbital energy   0.2 eV
Relative energy (zero: lowest compared OMol25 entry of this formula, charge and spin)   0.0 kcal per mole

# 5
ORCA calculation (wB97M-V/def2-TZVPD) on C9H8N2O2 in the gas phase at a distorted geometry.

XYZ file:
```
21
Properties=species:S:1:pos:R:3:forces:R:3:nbo_charge:R:1
N 1.4525 -3.4077 0.8349 5.508 -3.635 3.718 -0.855
C 0.8256 -2.3525 1.1423 -6.819 8.246 3.028 0.793
N -0.4088 -2.1089 1.7304 2.487 -8.880 -1.703 -0.574
C -0.7035 -0.8941 1.8275 -3.060 7.626 3.305 0.620
O -1.7129 -0.3348 2.4001 3.125 -2.086 -2.141 -0.603
C 0.4917 -0.0180 1.3631 -6.339 -11.434 -13.189 0.040
C -0.0439 0.7017 0.0522 3.588 -4.490 -0.420 -0.009
C -0.8502 1.7261 0.2228 -0.332 2.893 4.986 -0.235
C -1.1106 2.5202 -0.8307 -4.027 4.027 -3.848 -0.189
C -0.8640 2.1619 -2.2258 -0.036 1.834 3.147 -0.224
C -0.0461 0.9596 -2.3268 -4.490 6.344 3.696 -0.192
C 0.3415 0.2582 -1.2833 -0.894 0.847 3.488 -0.229
O 1.3488 -1.1584 0.8780 2.613 2.161 0.577 -0.462
H 1.3815 -3.8361 0.0022 -0.799 -1.807 -3.319 0.418
H 2.4251 -3.6130 1.3102 -2.682 1.007 -1.387 0.429
H 0.7112 0.5729 1.9672 5.074 8.842 9.758 0.171
H -1.0509 2.1219 1.3923 0.227 -1.245 -3.498 0.242
H -1.8251 3.5220 -0.5888 2.200 -2.756 -0.887 0.209
H -1.2643 2.9995 -3.0114 1.394 -2.824 1.617 0.242
H 0.0743 0.7649 -3.2323 1.832 -2.668 -7.642 0.188
H 0.8281 -0.5855 -1.6240 1.430 -2.000 0.713 0.220
```
Forces are in eV/Å.

Values from the calculation:
Molar mass   176.2 g/mol
Orbital gap   8.48 eV
Energy   -607.5247 Ha
Lowest unoccupied orbital energy   -0.3 eV
Relative energy (zero: lowest compared OMol25 entry of this formula, charge and spin)   166.4 kcal per mole

# 6
ORCA calculation (wB97M-V/def2-TZVPD) on C4H8N2O in the gas phase.

XYZ file:
```
15
Properties=species:S:1:pos:R:3:forces:R:3:nbo_charge:R:1
N 1.4581 -1.5091 0.6471 0.096 0.103 0.121 -0.819
C 0.9209 -0.2002 0.3361 -0.062 0.114 -0.021 -0.075
C 0.6836 0.0960 -1.1648 0.193 -0.019 -0.202 -0.397
C -0.5570 0.9323 -0.7883 -0.113 0.130 -0.091 -0.468
C -0.5501 0.1651 0.5037 -0.292 -0.013 0.219 0.225
N -1.5104 -0.1518 1.2670 0.635 0.019 -0.276 -0.134
O -2.6466 0.5315 0.7900 -0.414 -0.065 0.135 -0.588
H 2.3407 -1.5986 0.1468 -0.158 -0.104 0.080 0.357
H 1.6892 -1.5825 1.6337 -0.133 -0.030 -0.073 0.363
H 1.5030 0.6359 0.7647 -0.114 -0.127 -0.032 0.179
H 0.3740 -0.8368 -1.6480 0.096 0.168 -0.004 0.215
H 1.4837 0.5736 -1.7334 -0.042 -0.059 0.106 0.206
H -1.4637 0.8384 -1.3881 0.177 0.016 0.051 0.237
H -0.3414 1.9917 -0.6141 0.016 -0.111 -0.143 0.224
H -3.3841 0.1145 1.2474 0.115 -0.022 0.130 0.475
```
Forces are in eV/Å.

Values from the calculation:
Molar mass   100.1 g/mol
Orbital gap   10.41 eV
Energy   -341.8741 Ha
Lowest unoccupied orbital energy   1.0 eV
Relative energy (zero: lowest compared OMol25 entry of this formula, charge and spin)   81.3 kcal per mole